1.
This record from the OMol25 dataset describes a 6-piece molecular cluster, C25H45N5O5 overall. The level of theory is ωB97M-V with the def2-TZVPD basis set.

Its SMILES is CCOOC(=O)OCCCCCCCCCCCOC.CC#N.CC#N.CC#N.CC#N.CC#N. The calculation puts the HOMO energy at -9.3 eV. The orbital gap comes out at 9.54 eV. The relative energy (zero: lowest compared OMol25 entry of this formula, charge and spin) is 55.7 kcal per mole. As for the LUMO energy: 0.22 eV.

```
80
Properties=species:S:1:pos:R:3:forces:R:3
C 2.619 -1.332 4.025 0.525 0.033 0.013
C 3.922 -1.330 3.229 -0.069 -0.075 0.133
O 4.615 -0.091 3.448 -0.131 -0.011 -0.238
O 5.069 0.430 2.186 0.301 0.489 0.246
C 4.471 1.656 2.011 0.582 2.239 -0.549
O 5.123 2.646 1.696 -1.364 -2.566 0.526
O 3.125 1.638 2.165 0.935 -0.375 0.073
C 2.440 1.551 0.888 -0.640 0.359 0.019
C 1.103 0.841 1.081 0.351 0.345 -0.414
C 0.714 0.137 -0.224 0.856 0.029 0.403
C 1.468 -1.202 -0.396 -0.521 -0.052 -0.665
C 0.593 -2.462 -0.565 0.174 -0.036 0.535
C -0.712 -2.487 0.223 0.315 -0.258 -0.312
C -0.553 -2.294 1.724 -0.334 -0.120 -0.165
C -1.822 -2.742 2.478 0.586 0.383 0.217
C -2.429 -1.669 3.385 -0.408 -0.034 -0.305
C -2.567 -0.291 2.745 -0.512 0.030 0.289
C -3.533 -0.263 1.563 0.720 0.298 0.413
O -3.110 0.782 0.696 -0.224 0.019 0.040
C -4.154 1.430 0.006 0.063 0.000 -0.269
H 2.684 -1.990 4.884 -0.058 -0.141 0.086
H 1.800 -1.643 3.390 -0.293 0.025 0.033
H 2.461 -0.326 4.399 -0.282 0.160 -0.063
H 3.741 -1.452 2.168 -0.015 0.133 -0.208
H 4.584 -2.132 3.546 0.135 -0.107 -0.005
H 2.260 2.564 0.541 0.215 -0.047 -0.039
H 3.047 1.046 0.136 0.264 -0.206 0.170
H 0.366 1.605 1.317 -0.199 -0.091 0.341
H 1.242 0.155 1.910 -0.302 -0.161 0.182
H 1.048 0.813 -1.005 -0.224 0.101 -0.297
H -0.359 0.056 -0.342 -0.168 -0.166 0.115
H 2.053 -1.125 -1.311 0.251 -0.078 -0.043
H 2.196 -1.371 0.396 -0.049 0.172 0.327
H 0.388 -2.641 -1.614 -0.116 0.106 -0.171
H 1.178 -3.320 -0.224 0.150 -0.112 -0.047
H -1.151 -3.475 0.076 -0.129 -0.116 -0.127
H -1.410 -1.776 -0.218 -0.198 0.160 0.181
H 0.312 -2.869 2.051 0.133 -0.147 0.090
H -0.334 -1.256 1.942 0.106 0.147 0.049
H -1.581 -3.611 3.084 -0.118 -0.203 0.056
H -2.557 -3.059 1.746 -0.197 -0.088 -0.071
H -1.909 -1.582 4.335 0.307 -0.019 0.040
H -3.439 -1.999 3.637 -0.101 -0.064 0.164
H -1.625 0.160 2.448 0.206 -0.120 -0.122
H -2.985 0.370 3.504 0.113 0.208 0.110
H -3.537 -1.222 1.046 -0.117 -0.071 -0.246
H -4.526 -0.058 1.948 -0.289 -0.103 -0.136
H -4.293 2.452 0.360 0.095 0.122 0.149
H -5.108 0.915 0.106 -0.090 -0.195 0.010
H -3.898 1.471 -1.051 -0.020 0.034 -0.163
C 1.912 0.605 -4.531 -0.190 -0.170 0.187
C 0.879 -0.097 -3.775 -0.188 0.000 0.157
N 0.066 -0.622 -3.155 0.075 0.060 -0.368
H 2.437 -0.090 -5.179 0.016 -0.003 -0.046
H 1.464 1.385 -5.139 0.026 0.032 -0.037
H 2.619 1.059 -3.839 0.005 0.039 0.011
C 1.928 6.119 -1.274 -0.010 -0.025 0.027
C 1.666 4.685 -1.292 -0.055 -0.262 -0.036
N 1.462 3.554 -1.305 -0.016 0.373 -0.220
H 1.023 6.661 -1.536 -0.008 0.016 -0.003
H 2.252 6.420 -0.280 0.011 0.009 0.009
H 2.709 6.358 -1.992 0.012 0.013 -0.006
C -8.199 0.922 3.017 0.024 -0.028 -0.016
C -7.424 -0.230 2.569 0.115 -0.220 -0.070
N -6.812 -1.137 2.217 -0.172 0.197 0.086
H -8.052 1.072 4.084 -0.005 0.012 0.015
H -7.877 1.813 2.483 -0.004 0.020 0.000
H -9.256 0.752 2.823 -0.018 0.010 0.002
C 6.133 1.698 -5.155 -0.038 0.008 -0.017
C 4.846 1.807 -5.832 -0.199 0.044 -0.158
N 3.829 1.891 -6.362 0.338 0.038 0.071
H 6.934 1.943 -5.848 0.021 0.000 -0.002
H 6.166 2.385 -4.312 0.012 0.003 0.016
H 6.273 0.681 -4.793 0.014 -0.009 0.010
C -2.250 -2.729 -4.500 -0.040 -0.072 0.046
C -2.503 -4.164 -4.580 -0.047 -0.233 -0.021
N -2.701 -5.295 -4.643 0.042 0.234 0.009
H -3.165 -2.182 -4.719 -0.010 0.013 -0.001
H -1.905 -2.464 -3.503 0.044 0.047 -0.012
H -1.486 -2.448 -5.221 0.029 0.025 0.014
```
Forces are in eV/Å.

2.
This record from the OMol25 dataset describes C4H8N4 in the gas phase. The level of theory is ωB97M-V with the def2-TZVPD basis set.

Its SMILES is C=NN/C=C\N=N/C. The calculation puts the HOMO energy at -8.2 eV. The orbital gap comes out at 8.67 eV. The relative energy (zero: lowest compared OMol25 entry of this formula, charge and spin) is 98.5 kcal per mole. As for the LUMO energy: 0.48 eV.

```
16
Properties=species:S:1:pos:R:3:forces:R:3
C 3.275 0.619 0.200 -0.520 0.006 0.065
N 2.027 0.352 0.172 1.356 0.535 -1.135
N 1.560 -0.571 1.004 -0.798 0.279 -0.409
C 0.238 -0.934 0.928 0.666 -0.949 1.442
C -0.781 -0.598 0.125 -0.335 0.663 -0.982
N -0.567 0.078 -1.107 0.101 0.852 -0.489
N -1.476 0.669 -1.746 -0.407 -1.521 1.882
C -2.826 0.576 -1.066 -0.728 0.805 -1.399
H 3.970 0.216 0.963 -0.243 -0.001 -0.463
H 3.630 1.263 -0.600 0.107 0.129 0.430
H 2.190 -0.858 1.736 -0.325 -0.550 0.359
H 0.058 -1.672 1.710 -0.432 0.353 0.091
H -1.797 -0.832 0.436 0.496 -0.491 0.014
H -3.163 -0.485 -0.989 0.185 0.764 -0.151
H -2.768 1.014 -0.061 -0.156 -0.032 -0.223
H -3.571 1.161 -1.706 1.034 -0.843 0.969
```
Forces are in eV/Å.